Molecular formula: C23H24F10KN7O3P
Method: DFT, the ωB97M-V functional and the def2-TZVPD basis

Calculated values
energy above the lowest of the compared OMol25 structures with the same formula, charge and spin	0.0	kcal/mol
charge	-1
Kohn-Sham gap	4.8	eV
E	-93597.51266	eV
E_HOMO	-3.542	eV

Each line ends with the Löwdin charge.
Positions of all 69 atoms, in Å:
H: -0.39416 -5.14100 -2.56638  0.136
C: -2.21466 4.61078 -3.01262  -0.172
H: 3.53396 2.09142 0.76724  0.116
H: 2.82326 -1.63346 0.37733  0.030
C: -0.45665 4.46203 -1.36724  -0.137
C: 1.62339 2.73078 -0.04446  -0.280
F: -3.81156 1.32140 4.31874  0.103
C: -1.78440 0.38978 3.57463  -0.162
F: -2.75976 2.66031 -4.22244  0.090
C: -1.67556 -5.34146 0.49773  -0.178
H: 2.95093 -0.63774 -1.07282  0.082
O: -4.79161 -0.45456 -0.66650  0.011
H: 3.14736 1.55224 -0.87300  0.108
C: -2.00822 3.26808 -3.28561  -0.167
C: 2.72809 1.69650 0.12535  -0.218
N: 2.28488 0.38764 0.61784  -0.214
C: -2.88418 -3.70864 -0.70682  -0.096
C: -0.17220 3.08981 -1.62011  -0.265
O: -3.43674 1.21855 -0.44633  -0.049
F: -2.61587 2.08976 6.67449  0.072
N: 0.72915 2.27479 -1.08059  -0.076
H: 1.95306 1.22093 2.49758  0.117
H: 3.42182 0.23916 2.39574  0.117
C: -1.16784 -5.12810 -1.79816  -0.142
H: 4.17633 -0.49756 0.21524  0.085
N: 0.13656 -0.63661 2.66368  -0.022
N: -3.66159 0.02029 -0.64480  -0.576
C: 2.36229 0.29948 2.07486  -0.200
C: -2.51366 1.05544 4.52677  -0.166
N: -1.80799 -3.75662 -1.82037  -0.059
C: -0.75064 -2.69598 -1.67170  -0.256
C: 1.56609 -0.87468 2.66038  -0.271
H: 2.12223 3.68391 -0.26801  0.108
P: 0.09853 -2.72858 -0.01541  1.095
H: -1.94462 -2.04472 1.13059  0.066
H: 1.30323 -4.67189 -0.91058  0.085
C: -1.04450 2.55766 -2.61648  -0.177
C: -1.42433 5.18564 -2.03903  -0.167
N: -0.61991 -5.42368 -0.51591  -0.151
H: -0.00320 -2.88113 -2.44710  0.098
H: -3.62221 -4.45631 -1.00415  0.139
H: -1.06238 -3.23478 2.05074  0.095
H: 0.92377 -4.89838 0.78812  0.089
F: 1.49052 0.38450 5.15562  0.045
H: 1.98471 -1.10806 3.64186  0.097
F: 0.24930 5.13716 -0.41858  0.046
H: -2.28867 -3.60834 -2.70726  0.181
C: 0.51559 -4.54947 -0.16211  -0.314
F: -2.41511 0.07287 2.41368  0.007
H: 1.75311 -1.76130 2.04453  0.047
H: -2.43191 -6.09648 0.26667  0.129
F: -1.59754 6.48823 -1.74104  0.086
H: -1.95082 -5.84722 -2.04536  0.136
C: -1.91212 1.45903 5.70871  -0.174
H: -1.23930 -5.56712 1.46971  0.132
F: 0.05415 1.59117 6.98272  0.088
N: -2.31116 -4.03909 0.55049  -0.134
H: -3.29459 -2.69970 -0.72539  0.110
C: -0.40500 0.04739 3.67179  -0.237
H: 1.10520 2.89509 0.91778  0.107
C: -0.56594 1.19489 5.85516  -0.169
K: -0.94407 0.77670 0.28815  0.789
C: 3.10065 -0.64846 0.00861  -0.136
C: -1.40590 -2.98599 1.04598  -0.295
C: 0.16530 0.53256 4.88581  -0.139
F: -0.91782 1.24361 -2.92624  0.049
O: -2.65916 -0.76832 -0.82150  -0.232
H: -1.21220 -1.72718 -1.84576  0.069
F: -3.14548 5.32841 -3.68085  0.069